Computed, not measured: a 4-piece molecular cluster, H10NO3 overall at a distorted geometry, with ωB97M-V/def2-TZVPD.

Last column: Mulliken charge in e.
Atoms and positions in Å:
N -0.466 -0.365 0.801  -0.372
H -0.259 0.614 1.000  0.331
H -1.256 -0.601 1.386  0.391
H -0.603 -0.475 -0.226  0.333
H 0.391 -0.900 1.058  0.366
H 0.070 3.273 -0.294  0.316
H -1.033 2.862 0.667  0.336
O -0.244 2.527 0.227  -0.669
H 1.956 -2.425 -0.144  0.346
H 2.203 -2.508 1.354  0.347
O 1.492 -2.443 0.702  -0.706
H -0.679 0.914 -1.968  0.318
H -0.761 -0.440 -2.716  0.328
O -0.811 -0.032 -1.847  -0.664

The LUMO energy is -0.118 Ha. The value obtained for the molar mass is 72.1 g mol⁻¹. The relative energy (zero: lowest compared OMol25 entry of this formula, charge and spin) comes out at 6.9 kcal/mol. The calculation puts the gap between HOMO and LUMO at 12.88 eV. The calculation puts the HOMO energy at -0.5910 hartree. Its total charge is +1. The value obtained for the total energy is -286.25445 Ha.